1.
# C13H26N6O6Sn

A molecular structure, C13H26N6O6Sn (ωB97M-V/def2-TZVPD, OMol25).

Geometry (Å):
O  -0.5214  -0.8618  -3.8175
H  0.0437  -0.9171  -4.6075
Sn  0.2642  0.1301  -0.4575
N  1.3145  -1.6930  -1.3386
N  -0.9961  -1.8086  -0.3214
N  0.4814  2.3484  -0.3368
N  -1.4824  0.9957  0.5788
O  2.5139  -1.5846  -1.7038
O  1.3765  3.2108  -1.0527
O  -2.3348  0.2775  1.2568
O  -2.1456  -1.9165  0.2979
C  -0.5476  -2.9917  -0.8247
C  0.7075  -2.9185  -1.4482
C  -0.4715  3.0798  0.2282
C  -1.4991  2.3218  0.8347
C  1.3698  -4.0042  -2.2023
H  1.4079  -3.7653  -3.2773
H  0.8447  -4.9620  -2.1043
H  2.4004  -4.1404  -1.8543
C  -1.3622  -4.2262  -0.6314
H  -2.3634  -4.1294  -1.0815
H  -1.5075  -4.4639  0.4366
H  -0.8852  -5.1082  -1.0826
C  -0.2030  4.5119  0.3414
C  -2.4107  2.9018  1.8432
H  0.2038  4.9204  -0.5822
H  0.5455  4.6689  1.1255
H  -1.1021  5.0590  0.6252
H  -3.1040  2.1521  2.2362
H  -2.9948  3.7307  1.4174
H  -1.8519  3.3189  2.6972
H  2.1783  2.6876  -1.2376
H  -2.3110  -0.7049  0.8828
C  -2.3677  -0.3368  -3.5048
H  -2.8358  -1.3409  -3.5890
H  -1.7637  0.4386  -4.0041
H  -2.5321  -0.0211  -2.4392
O  0.7868  0.7361  -2.2447
H  0.1638  -0.2097  -3.3580
H  0.5915  1.7120  -2.2455
C  2.3608  1.2943  4.2518
N  1.9075  0.4507  3.2021
C  1.6961  -0.9067  3.2121
C  1.3282  -1.3071  1.9950
N  1.4091  -0.1884  1.2072
C  1.6875  0.8872  1.9669
H  1.7920  1.0708  5.1193
H  3.3962  1.1194  4.4416
H  2.2252  2.3170  3.9723
H  1.8367  -1.5067  4.0534
H  1.0113  -2.2435  1.5492
H  1.7487  1.9159  1.5750

Output
- relative energy (zero: lowest compared OMol25 entry of this formula, charge and spin) (kJ/mol) = 390.9
- E_LUMO (spin up / spin down) (eV) = -0.124 / -0.148
- frontier orbital gap (spin up / spin down) (eV) = 6.09 / 5.23
- E_tot (Eh) = -1504.79453
- HOMO energy (spin up / spin down) (hartree) = -0.2282 / -0.1976

=====

2.
# C5H7O3Zn

A molecular structure, C5H7O3Zn (ωB97M-V/def2-TZVPD, OMol25).

Geometry (Å):
O  1.1349  -0.2656  -0.7166
C  -0.0306  -0.7816  -1.0388
O  -0.6573  -1.5753  -0.2759
Zn  -1.9453  -1.5403  -1.5708
O  -0.5498  -0.4290  -2.1374
C  1.7252  -0.5907  0.5149
H  1.4017  -1.5646  0.8860
H  3.6845  -0.7555  1.3021
C  3.0291  -0.1220  0.7009
H  3.5016  0.4923  -0.0687
C  0.9973  0.8338  2.2045
C  2.2968  1.3580  2.3210
H  0.2117  1.4066  1.7010
H  2.5132  2.3244  1.8556
H  0.6517  0.1159  2.9549
H  2.9103  1.1037  3.1901

Output
- E_LUMO (spin up / spin down) (eV) = -7.717 / -7.716
- total charge = +1
- frontier orbital gap (spin up / spin down) (eV) = 3.00 / 2.95
- E_tot (Eh) = -2199.28854
- HOMO energy (spin up / spin down) (hartree) = -0.3939 / -0.3920

=====

3.
# C5H8O

C5H8O in the gas phase (ωB97M-V/def2-TZVPD, OMol25).

Geometry (Å):
O  1.3875  1.3515  -1.2225
C  1.7863  0.6634  -0.1184
C  0.8759  0.2901  0.7607
C  -0.5833  0.3392  0.4834
C  -0.6981  -1.1980  0.2052
C  -1.4050  -0.2369  -0.6509
H  0.4597  1.5600  -0.9944
H  2.8473  0.4746  -0.0252
H  1.1091  -0.2503  1.6747
H  -1.1972  0.7969  1.2651
H  0.1568  -1.7024  -0.2604
H  -1.1285  -1.7449  1.0213
H  -1.1413  -0.1415  -1.6970
H  -2.4693  -0.2016  -0.4416

Output
- relative energy (zero: lowest compared OMol25 entry of this formula, charge and spin) (kJ/mol) = 284.9
- E_LUMO (eV) = 1.079
- frontier orbital gap (eV) = 9.10
- SMILES string = O/C=C\C1CC1
- E_tot (Eh) = -270.44937
- HOMO energy (hartree) = -0.2948

=====

4.
# C12H19NO3S

C12H19NO3S in the gas phase (ωB97M-V/def2-TZVPD, OMol25).

Geometry (Å):
C  1.3375  3.1595  -0.3550
C  1.8843  2.1577  0.2524
C  3.4845  2.2631  0.0792
C  1.6429  0.7988  -0.5364
C  1.9894  0.6402  -1.8181
C  1.3873  -0.3633  -2.7769
C  0.7706  -1.3954  -2.1307
C  0.4726  -1.3986  -0.6632
C  0.9823  -0.3377  -0.1664
O  0.7301  -0.0195  1.2242
C  -0.3158  -0.7955  2.1897
C  -1.6462  -0.5139  1.8680
N  -2.2859  -0.4356  0.5638
S  -2.5864  -2.0939  0.1705
C  -4.5692  -2.0536  0.4382
O  -2.1000  -3.0780  1.0593
O  -2.5246  -2.1214  -1.2466
H  1.4780  4.0323  0.2351
H  1.4895  3.3312  -1.4936
H  0.1835  3.1376  -0.3361
H  1.7212  1.7244  1.0235
H  3.8345  2.9417  0.6981
H  4.0036  1.3262  0.5990
H  3.9075  2.3539  -0.8489
H  2.3271  1.4438  -2.6087
H  1.6549  -0.5702  -3.6970
H  0.5824  -2.3775  -2.5422
H  -0.0368  -2.2834  -0.3924
H  0.0174  -0.9044  3.1020
H  -0.1794  -1.9151  1.9321
H  -1.5542  0.5003  2.2517
H  -2.4132  -0.9348  2.3363
H  -1.6015  -0.1837  -0.1955
H  -4.4380  -1.9243  1.6094
H  -4.9191  -1.0877  -0.0468
H  -4.7109  -3.0233  0.2221

Output
- relative energy (zero: lowest compared OMol25 entry of this formula, charge and spin) (kJ/mol) = 1029.9
- E_LUMO (eV) = 0.657
- frontier orbital gap (eV) = 9.36
- SMILES string = CC(C)c1ccccc1OCCNS(C)(=O)=O
- E_tot (Eh) = -1146.91330
- HOMO energy (hartree) = -0.3198